No. 1
{
  "formula": "C5H11NO",
  "method": "wB97M-V/def2-TZVPD",
  "e_above_lowest_kj_mol": 86.6,
  "smiles": "CN=C=O.CCC",
  "energy_ev": -8900.800,
  "molar_mass_g_mol": 101.15,
  "symbols": ["C", "O", "H", "H", "H", "H", "C", "H", "H", "H", "C", "C", "H", "C", "H", "H", "H", "N"],
  "positions_angstrom": [[-1.61, 1.07, 0.06], [0.59, -0.61, 2.12], [3.70, 1.00, 0.70], [3.77, 0.06, -0.81], [-1.45, -1.55, 0.90], [-2.70, 1.24, 0.05], [3.12, 0.64, -0.16], [-1.31, 0.95, 1.10], [-1.40, -2.34, -0.68], [-1.63, -0.06, -1.79], [-1.77, -1.46, -0.15], [1.33, -0.35, 1.24], [2.73, 1.50, -0.71], [-1.25, -0.16, -0.77], [-2.87, -1.49, -0.17], [-0.16, -0.23, -0.87], [-1.13, 1.97, -0.33], [2.03, -0.19, 0.28]],
  "nbo_charge": [-0.6123, -0.5321, 0.2026, 0.2126, 0.2126, 0.2021, -0.4048, 0.2085, 0.2059, 0.1935, -0.6119, 0.8675, 0.2090, -0.4039, 0.1993, 0.2004, 0.2023, -0.5513]
}

***

No. 2
{
  "formula": "C2H5F2NO2S",
  "method": "wB97M-V/def2-TZVPD",
  "e_above_lowest_kj_mol": 0.0,
  "smiles": "C[C@@H](F)NS(=O)(=O)F",
  "energy_ev": -24009.653,
  "molar_mass_g_mol": 145.13,
  "symbols": ["H", "H", "C", "F", "C", "H", "O", "S", "N", "O", "F", "H", "H"],
  "positions_angstrom": [[-1.33, -0.28, -0.33], [-0.04, 1.70, 1.48], [-0.92, 1.13, 1.19], [-0.76, 1.47, -1.12], [-0.60, 0.49, -0.16], [1.40, 0.67, -0.56], [1.69, -2.25, 0.26], [1.08, -1.50, -0.75], [0.78, 0.01, -0.11], [1.82, -1.42, -1.93], [-0.30, -2.14, -1.05], [-1.78, 1.78, 1.13], [-1.03, 0.36, 1.95]],
  "nbo_charge": [0.1808, 0.2154, -0.6369, -0.3552, 0.3345, 0.4328, -0.9106, 2.5372, -0.8728, -0.9141, -0.4637, 0.2275, 0.2251]
}

***

No. 3
{
  "formula": "C34H52Cl3F18N3O15",
  "method": "wB97M-V/def2-TZVPD",
  "e_above_lowest_kj_mol": 198.4,
  "smiles": "CCOC(=O)C(F)(F)F.CCOC(=O)C(F)(F)F.CCOC(=O)C(F)(F)F.CCOC(=O)C(F)(F)F.CCOC(=O)C(F)(F)F.CCOC(=O)C(F)(F)F.ClC(Cl)Cl.CN(C)C=O.CN(C)C=O.CN(C)C=O",
  "energy_ev": -157765.773,
  "molar_mass_g_mol": 1191.12,
  "symbols": ["H", "C", "H", "H", "O", "C", "F", "F", "C", "O", "C", "Cl", "H", "C", "Cl", "H", "H", "H", "H", "H", "H", "C", "C", "F", "Cl", "H", "C", "F", "H", "F", "C", "F", "O", "F", "H", "C", "H", "F", "H", "H", "H", "H", "H", "N", "O", "H", "H", "O", "C", "H", "F", "O", "C", "H", "F", "O", "C", "C", "H", "H", "H", "C", "H", "C", "C", "H", "H", "O", "H", "C", "H", "F", "H", "H", "C", "F", "H", "H", "C", "C", "C", "H", "H", "O", "O", "H", "H", "F", "C", "H", "F", "C", "H", "O", "F", "H", "H", "C", "C", "C", "F", "C", "H", "C", "H", "H", "N", "C", "F", "O", "H", "O", "N", "C", "O", "F", "H", "H", "H", "C", "H", "C", "O", "C", "H"],
  "positions_angstrom": [[3.78, -1.69, -4.32], [-0.86, -4.47, -3.31], [-2.34, 2.78, -5.21], [2.53, 2.45, 2.36], [-1.20, 3.65, -2.41], [-0.28, 0.39, -3.75], [-1.05, -5.71, -2.96], [-1.37, -4.23, -4.47], [7.92, -2.66, 4.68], [-0.59, -1.02, 0.69], [-2.58, 0.18, 1.04], [-2.07, 5.12, 3.78], [3.21, -4.11, -3.98], [-0.39, 6.10, -4.09], [-3.49, 2.82, 2.82], [-9.66, 0.31, 2.68], [-1.39, 0.48, -1.88], [-0.39, 6.82, -3.27], [2.11, 3.43, 5.78], [-6.27, 1.83, 3.79], [3.63, 1.76, 3.53], [1.70, -1.46, 0.38], [-1.10, -0.23, -2.65], [3.30, 3.26, -4.13], [-4.59, 4.27, 5.15], [8.06, -2.08, 3.76], [-8.78, -0.31, 2.85], [2.66, -2.36, 0.54], [-3.66, 0.17, 0.92], [2.99, 2.13, -2.27], [0.30, -1.99, 0.75], [3.10, -0.59, 3.87], [-0.70, 1.85, 4.00], [-5.61, 2.09, -1.07], [2.61, -5.65, 3.18], [0.22, 3.61, -0.39], [-0.51, -1.04, -2.22], [3.05, -1.80, 5.64], [8.83, -3.21, 4.94], [7.86, -1.97, 5.52], [2.14, -1.35, -4.86], [-2.79, 3.52, -6.74], [4.37, -8.17, 1.14], [-7.70, 0.66, 2.88], [1.65, 1.41, -5.44], [3.13, -7.48, 0.01], [-2.42, -1.77, 0.02], [0.16, -3.17, 0.98], [3.13, 2.03, -3.63], [-2.56, 3.09, 4.89], [-1.40, -3.71, -2.35], [5.45, -2.82, 4.90], [3.27, -1.83, 4.36], [-0.82, 1.28, -4.06], [2.00, -0.48, 1.23], [0.99, 0.88, -3.32], [-7.06, 1.09, 3.98], [0.37, 2.09, 3.46], [0.52, 2.01, 2.38], [-6.23, 1.30, 1.46], [-8.67, -1.00, 2.01], [1.86, 1.34, -4.24], [-2.03, -0.65, -3.04], [1.65, 2.45, 5.62], [-3.13, 3.75, 4.24], [2.47, -1.82, -3.13], [-3.91, 2.33, -5.93], [-4.01, 3.72, -3.56], [-2.14, -1.71, 1.84], [2.59, -3.47, -4.61], [-2.17, 0.80, 0.25], [-3.53, 2.78, -1.11], [-8.80, -0.95, 3.73], [-3.24, 5.14, -4.92], [2.78, 2.44, 3.42], [4.13, 1.23, -3.89], [-1.32, 5.53, -4.01], [0.51, 4.14, -4.47], [-4.47, 2.07, -1.77], [0.68, 5.05, -3.90], [-3.85, 4.25, -4.90], [6.60, -4.12, 3.74], [2.67, -4.45, 1.80], [-5.64, 2.10, -3.92], [0.83, 4.65, -2.53], [0.67, 2.39, 6.11], [-0.48, 6.60, -5.05], [1.53, 3.70, -0.19], [6.61, -3.55, 4.67], [2.79, -8.17, 1.60], [2.35, -2.65, 3.80], [4.67, -2.42, 3.89], [-7.77, 0.79, 0.69], [1.20, -3.86, -4.55], [-0.05, 2.33, -0.26], [2.92, -3.70, -5.62], [1.62, 5.54, -4.15], [3.49, -7.54, 1.04], [0.65, -4.19, -3.34], [2.64, -5.50, 2.10], [-4.01, 0.82, -1.84], [-4.78, 2.63, -3.21], [2.32, 1.66, 5.97], [-2.00, -1.22, 0.87], [5.06, -4.68, 1.84], [1.74, -5.88, 1.62], [1.54, 2.30, 4.18], [-0.16, 4.01, -1.85], [-0.49, 4.37, 0.46], [-7.19, 0.57, 5.09], [6.78, -4.33, 5.41], [1.33, -4.35, -2.34], [3.79, -6.18, 1.55], [2.73, -1.96, -4.18], [6.06, -6.43, 1.22], [1.74, -0.97, -0.89], [-0.16, -0.18, -4.67], [-4.73, 4.55, -5.48], [-7.76, 2.27, 1.59], [-7.32, 1.27, 1.56], [3.17, 3.43, 3.65], [5.05, -5.73, 1.52], [4.90, -2.49, 2.70], [-3.19, 3.13, -5.81], [-2.22, 0.54, 2.01]],
  "mulliken_charge": [0.4569, 0.8502, -0.1466, 0.0814, -0.2808, -0.0542, -0.2569, -0.2484, -1.1829, 0.3084, -0.1849, -0.1537, 0.3182, -0.9934, 0.0143, 0.3529, -0.6300, 0.3383, 0.3375, 0.0385, 0.2478, 0.7988, 0.4484, -0.2484, -0.1587, 0.2969, -0.9288, -0.2401, 0.2336, -0.1610, -0.1059, -0.1632, -0.7227, -0.2578, 0.2257, 0.9735, -0.5094, -0.2675, 0.4019, 0.3060, 0.1843, 0.4168, 0.3723, 0.1142, -0.5745, 0.2945, 0.2741, -0.5586, 0.8200, 0.1963, -0.1801, -0.2380, 0.8400, -0.4183, -0.2370, 0.0330, 0.4652, 0.8531, -0.1745, 0.0346, 0.2934, 0.2792, 0.6302, -0.9428, 0.0813, 0.0318, 0.3610, -0.2258, 0.4515, -0.4925, -0.0316, -0.1998, 0.3199, 0.3900, -0.7845, -0.2385, -0.0395, 0.1546, 1.1756, -0.0223, -0.3590, 0.1334, -0.1791, -0.5545, -0.3271, 0.2804, 0.3904, -0.2340, -0.0698, 0.3975, -0.2037, 0.3049, 0.3784, -0.3272, -0.2175, 0.3789, 0.3066, -1.0791, 0.3822, -0.3967, -0.1923, 0.0287, 0.2429, -0.7741, 0.3526, 0.4440, 0.2144, 0.1464, -0.2116, -0.6450, 0.3861, -0.5199, 0.1260, -0.5306, -0.7031, -0.1994, 0.5311, 0.3575, 0.3597, -0.7533, 0.3932, 0.2007, -0.5243, -0.7213, 0.1440]
}

***

No. 4
{
  "formula": "C2H7N3O3P",
  "method": "wB97M-V/def2-TZVPD",
  "e_above_lowest_kj_mol": 231.9,
  "charge": -1,
  "energy_ev": -22091.202,
  "molar_mass_g_mol": 152.07,
  "symbols": ["N", "O", "O", "H", "H", "H", "C", "H", "P", "C", "H", "O", "H", "H", "N", "N"],
  "positions_angstrom": [[-0.86, -0.38, -1.05], [2.65, 1.90, 0.62], [0.38, 2.37, -0.32], [3.48, 1.37, 0.43], [-3.28, -1.24, -0.47], [-3.04, -1.52, 1.07], [-1.36, -0.74, 0.17], [-1.41, 0.00, -1.87], [1.39, 1.32, -0.44], [0.76, -0.65, 0.87], [1.32, -1.61, 0.40], [2.15, 1.00, -1.72], [-0.04, 0.26, -0.98], [1.23, -0.31, 1.82], [-2.80, -0.92, 0.36], [-0.57, -0.87, 1.13]],
  "nbo_charge": [-0.8392, -1.0247, -1.1412, 0.4681, 0.3515, 0.3661, 0.5851, 0.3842, 2.1231, -0.4495, 0.1806, -1.1565, 0.3734, 0.1914, -0.8268, -0.5856]
}

***

No. 5
{
  "formula": "C28H23Cl5NO3PRb",
  "method": "wB97M-V/def2-TZVPD",
  "e_above_lowest_kj_mol": 59.2,
  "charge": -1,
  "energy_ev": -109600.414,
  "molar_mass_g_mol": 715.20,
  "symbols": ["H", "Cl", "C", "H", "H", "C", "H", "C", "C", "C", "H", "C", "Cl", "H", "C", "C", "H", "H", "C", "H", "H", "H", "C", "H", "O", "C", "C", "H", "C", "C", "Cl", "C", "Rb", "H", "C", "C", "C", "P", "C", "H", "H", "H", "C", "H", "C", "C", "N", "C", "H", "C", "O", "C", "H", "C", "H", "C", "C", "Cl", "O", "Cl", "H", "H"],
  "positions_angstrom": [[5.59, -0.60, 2.35], [-7.13, 1.58, -0.34], [2.36, -0.18, 3.17], [3.55, 2.32, 2.37], [0.81, 0.62, -6.51], [2.88, 4.00, 1.22], [1.52, -0.30, 5.13], [7.21, 0.73, -0.60], [5.03, -0.16, -0.05], [3.17, 2.66, 1.41], [5.75, -0.96, 4.77], [-4.46, -1.43, -0.03], [-4.36, 3.07, -0.10], [0.27, -2.22, -3.49], [-4.40, 1.31, -0.07], [3.65, -0.66, 5.12], [7.88, 1.57, -0.68], [2.20, 1.47, -1.62], [0.54, -0.42, -6.33], [5.58, 1.90, 0.14], [3.03, 4.70, 2.03], [1.66, 1.95, -4.66], [3.48, -0.26, 2.35], [2.13, 5.49, -0.14], [-2.04, 1.30, 0.14], [-5.68, -0.72, -0.15], [2.16, 3.53, -1.02], [-0.45, -2.57, -5.08], [0.61, 0.21, -3.94], [-5.65, 0.65, -0.18], [-7.20, -1.58, -0.28], [0.66, 1.67, -4.31], [-0.19, -0.16, -0.25], [7.10, -2.61, -1.17], [2.95, 1.73, 0.39], [7.64, -0.54, -0.97], [4.69, -0.53, 2.96], [3.29, -0.06, 0.53], [-3.20, -0.82, 0.07], [-0.44, -0.60, -6.79], [1.27, -1.04, -6.85], [4.79, -2.27, -0.39], [-3.17, 0.66, 0.05], [0.43, 2.23, -3.40], [0.41, -2.13, -4.56], [4.79, -0.74, 4.33], [0.52, -0.72, -4.92], [2.43, 2.18, -0.83], [8.66, -0.69, -1.33], [2.38, 4.44, 0.01], [0.60, -0.10, -2.75], [2.42, -0.37, 4.54], [-0.05, 1.95, -5.09], [6.78, -1.62, -0.88], [1.74, 3.87, -1.96], [5.47, -1.43, -0.43], [5.91, 0.91, -0.14], [-4.49, -3.19, 0.00], [-2.10, -1.50, 0.16], [0.79, 0.18, 2.47], [3.71, -0.81, 6.19], [1.31, -2.67, -4.87]],
  "mulliken_charge": [0.3096, -0.2521, 0.9952, 0.4033, 0.3772, -0.6686, 0.4641, -0.7091, -0.2833, -0.1460, 0.3910, 0.3087, -0.2683, 0.2710, 0.2777, -0.3453, 0.4010, 0.3330, -1.0913, 0.3757, 0.3971, 0.3330, -0.4203, 0.3713, -0.9635, 0.1457, -0.3730, 0.3359, 0.8495, 0.1145, -0.2495, -1.3418, 1.1004, 0.3977, 0.3781, -0.4116, -0.1910, 0.3798, 0.1985, 0.3150, 0.3418, 0.3850, -0.0220, 0.2062, -1.0365, -0.8779, 0.1722, -0.6083, 0.3695, -0.5471, -0.5302, -0.8157, 0.4913, -0.5849, 0.3351, -0.2651, 0.1632, -0.2667, -1.0846, 0.0000, 0.3542, 0.3112]
}

***

No. 6
{
  "formula": "C15H15BrNOTm",
  "method": "wB97M-V/def2-TZVPD",
  "e_above_lowest_kj_mol": 0.0,
  "spin_multiplicity": 4,
  "charge": -1,
  "energy_ev": -118907.380,
  "molar_mass_g_mol": 474.13,
  "symbols": ["H", "C", "C", "C", "Tm", "H", "H", "H", "C", "C", "C", "H", "C", "H", "H", "N", "H", "H", "C", "H", "C", "H", "C", "H", "H", "Br", "C", "H", "C", "O", "H", "C", "C", "C"],
  "positions_angstrom": [[-0.89, 0.73, -4.69], [-1.50, 0.94, -0.29], [-1.85, -0.85, -1.68], [0.91, -1.06, 3.16], [0.91, -0.10, -1.59], [-1.53, 1.96, 0.09], [2.67, -1.59, -3.92], [1.01, 2.41, -3.79], [1.92, -0.81, -3.76], [1.59, 1.47, 3.97], [0.98, -0.81, 4.53], [1.73, 1.87, 1.79], [1.05, 1.33, -3.69], [0.59, -1.53, 5.28], [0.10, -1.74, -4.71], [1.29, -0.10, 2.26], [1.62, 0.67, 6.00], [-2.00, -2.36, -0.04], [0.06, 0.44, -4.25], [1.70, 2.52, 4.24], [-1.81, -1.33, -0.35], [-1.67, -0.25, 1.58], [-1.64, -0.22, 0.50], [0.54, -2.02, 2.81], [-1.87, 1.23, -2.49], [1.27, -2.59, -1.69], [0.59, -0.86, -4.30], [-2.06, -1.45, -2.57], [2.24, 0.56, -3.44], [1.37, -0.34, 0.92], [3.25, 0.95, -3.24], [-1.61, 0.55, -1.67], [1.46, 0.45, 4.93], [1.63, 1.17, 2.62]],
  "nbo_charge": [0.2222, -0.3594, -0.3344, -0.0687, 1.5758, 0.2119, 0.2453, 0.2326, -0.3321, -0.2387, -0.2586, 0.2039, -0.4297, 0.2035, 0.2320, -0.0491, 0.1873, 0.2113, -0.2510, 0.1971, -0.2919, 0.2130, -0.2628, 0.2170, 0.2236, -0.5225, -0.2903, 0.2142, -0.4847, -0.7028, 0.2466, -0.4837, -0.3949, -0.0820]
}